C44H62BBaN10O2S as an isolated structure. Source: the OMol25 dataset; level of theory: ωB97M-V/def2-TZVPD.

Last column: Löwdin charge in e.
Geometry (Å):
Ba -0.1883 0.1373 0.7890  1.9527
C -0.6844 -3.6338 1.5505  -0.0224
C -0.8656 -2.7263 2.7256  -0.3589
C -1.2527 -3.0873 4.0222  0.0214
C -1.2588 -1.9072 4.7429  -0.2629
C -1.5989 -1.7217 6.1846  -0.0155
N -0.8956 -0.9162 3.9044  0.0265
N -0.6701 -1.4119 2.6619  -0.1486
B -0.5839 0.5483 4.2864  -0.5165
N -1.5452 1.5292 3.5648  0.0166
N -1.8392 1.4535 2.2389  -0.1059
C -2.8276 2.3210 2.0148  -0.3527
C -3.4668 2.5261 0.6789  -0.0396
C -3.1647 2.9797 3.2032  0.0158
C -2.3292 2.4463 4.1655  -0.2684
C -2.2335 2.8336 5.6040  -0.0151
N 0.9012 0.8725 3.9867  0.0249
N 1.4517 0.8272 2.7439  -0.0750
C 2.7585 1.0234 2.9073  -0.3491
C 3.7585 1.0098 1.7974  -0.0201
C 3.0557 1.2290 4.2589  0.0181
C 1.8465 1.1173 4.9161  -0.2637
C 1.5983 1.2358 6.3841  -0.0146
H -0.2537 -4.5787 1.8804  0.0887
H -1.6407 -3.8522 1.0704  0.0752
H -0.0128 -3.1885 0.8176  0.0505
H -1.4920 -4.0712 4.3910  0.1112
H -1.9354 -2.6724 6.5925  0.0822
H -0.7352 -1.3867 6.7607  0.0761
H -2.3919 -0.9858 6.3190  0.0836
H -0.7545 0.6697 5.4583  0.1055
H -2.9170 2.0323 -0.1210  0.0318
H -4.4900 2.1438 0.6951  0.0856
H -3.5301 3.5933 0.4586  0.0799
H -3.9290 3.7254 3.3487  0.1124
H -2.9613 3.6157 5.8092  0.0825
H -2.4277 1.9941 6.2713  0.0790
H -1.2395 3.2190 5.8360  0.0816
H 3.4416 0.3720 0.9722  0.0619
H 3.9420 2.0139 1.4125  0.0741
H 4.7072 0.6391 2.1822  0.0760
H 4.0248 1.4050 4.6965  0.1111
H 2.5352 1.4888 6.8764  0.0827
H 0.8648 2.0098 6.6093  0.0747
H 1.2316 0.2999 6.8073  0.0783
C 1.0104 3.6471 1.1268  -0.0080
C 1.8457 3.0618 0.0229  -0.3397
C 2.9258 3.7806 -0.4874  -0.0214
C 3.6979 3.2140 -1.4808  -0.0379
C 3.3692 1.9527 -1.9512  -0.0046
C 2.2645 1.2966 -1.4192  -0.2233
N 1.5259 1.8503 -0.4452  0.0228
C 1.8727 -0.0596 -1.9271  -0.2167
C 2.7223 -0.7732 -2.7718  -0.0074
C 2.3105 -2.0028 -3.2533  -0.0367
C 1.0591 -2.4789 -2.9142  0.0077
C 0.2555 -1.7178 -2.0661  -0.2024
N 0.6863 -0.5573 -1.5575  -0.0171
C -1.1300 -2.1618 -1.7236  -0.2228
C -1.7557 -3.1546 -2.4688  -0.0024
C -3.0428 -3.5357 -2.1262  -0.0319
C -3.6693 -2.9050 -1.0707  -0.0067
C -2.9903 -1.9024 -0.3818  -0.3147
C -3.6358 -1.1761 0.7585  -0.0024
N -1.7432 -1.5542 -0.7030  0.0250
H 1.5015 4.5142 1.5631  0.0917
H 0.8509 2.9042 1.9075  0.0530
H 0.0271 3.9572 0.7647  0.0792
H 3.1538 4.7623 -0.0952  0.1225
H 4.5481 3.7414 -1.8928  0.1199
H 3.9667 1.5193 -2.7376  0.1054
H 3.6944 -0.3963 -3.0477  0.1076
H 2.9601 -2.5813 -3.8969  0.1206
H 0.7319 -3.4343 -3.2926  0.1113
H -1.2745 -3.6134 -3.3186  0.1054
H -3.5460 -4.3140 -2.6844  0.1169
H -4.6738 -3.1787 -0.7788  0.1191
H -4.6317 -1.5626 0.9623  0.0899
H -3.7130 -0.1170 0.5135  0.0646
H -3.0283 -1.2593 1.6626  0.0696
O 2.0542 -2.0600 1.8659  0.0175
C 2.9744 -2.7775 1.4995  -0.4812
C 3.7306 -3.6823 2.4505  -0.0813
C 5.2466 -3.3663 2.5786  -0.1642
C 5.7583 -2.2958 1.6109  -0.1969
C 5.8150 -2.7422 0.1479  -0.1705
C 4.5555 -3.5063 -0.2669  -0.1748
N 3.3316 -2.8650 0.1865  0.0898
H 3.5871 -4.7118 2.1148  0.1188
H 3.2359 -3.5856 3.4138  0.1206
H 5.8267 -4.2825 2.4492  0.1136
H 5.4386 -3.0151 3.5920  0.1103
H 6.7540 -1.9744 1.9208  0.1162
H 5.1078 -1.4241 1.6983  0.0814
H 6.6810 -3.3877 -0.0185  0.1148
H 5.9393 -1.8596 -0.4863  0.1072
H 4.5883 -4.5158 0.1454  0.1176
H 4.5027 -3.6082 -1.3506  0.1138
H 2.8987 -2.1818 -0.4184  0.1087
C -2.2098 1.1076 -5.8061  -0.1084
C -2.5266 2.5350 -5.3631  -0.2967
C -2.7944 2.6249 -3.8625  -0.3145
S -1.2698 2.2839 -2.9021  0.9284
O -1.6417 1.3166 -1.8214  -0.5949
C -1.1202 3.8995 -2.0797  -0.3370
C -0.6283 5.0352 -2.9705  -0.2683
C 0.6226 4.6837 -3.7778  -0.1013
H -1.9008 1.0779 -6.8501  0.0760
H -3.0891 0.4713 -5.6938  0.0792
H -1.4056 0.6803 -5.2032  0.0558
H -3.4062 2.8976 -5.8979  0.1129
H -1.7030 3.2031 -5.6290  0.0954
H -3.4900 1.8510 -3.5348  0.0994
H -3.1824 3.6011 -3.5724  0.0880
H -0.4069 3.6840 -1.2844  0.0535
H -2.0908 4.1104 -1.6291  0.0892
H -0.4086 5.8858 -2.3220  0.1132
H -1.4269 5.3556 -3.6440  0.1052
H 1.3973 4.2573 -3.1354  0.0604
H 1.0326 5.5720 -4.2570  0.0794
H 0.3988 3.9549 -4.5572  0.0562

Values from the calculation:
LUMO energy	-2.7	eV
charge	+1
ΔE to the lowest compared entry with this formula, charge and spin	110.1	kJ/mol
Kohn-Sham gap	7.560	eV
HOMO level	-10.3	eV
E_tot	-77838.431	eV

One molecule with the formula C22H35N3O5S. Source: the OMol25 dataset; level of theory: ωB97M-V/def2-TZVPD.

Last column: natural (NBO) charge in e.
Geometry (Å):
C -4.5511 -3.8228 0.1760  -0.2536
O -4.2120 -2.6349 0.8495  -0.5544
C -5.1141 -1.5621 0.6549  -0.0691
C -4.9763 -0.8585 -0.7007  -0.4349
C -3.6509 -0.1094 -0.8189  -0.2399
N -2.5372 -1.0308 -0.7355  -0.6137
C -1.4468 -0.9392 -1.4949  0.6868
O -1.2732 -0.0872 -2.3525  -0.6782
C -0.3789 -2.0029 -1.2316  -0.3096
N 0.9027 -1.3982 -1.4827  -0.6043
C 1.9737 -1.5740 -0.6823  0.3345
S 2.0882 -2.9354 0.2614  -0.3074
N 2.9328 -0.6123 -0.6988  -0.4496
C 2.5714 0.7587 -1.0190  -0.2406
C 1.2796 1.1713 -0.3433  -0.0186
C 0.9873 0.6965 0.9267  -0.3458
C -0.2292 0.9932 1.5269  0.2856
O -0.6126 0.5360 2.7468  -0.4858
C 0.2180 -0.3949 3.4011  -0.2557
C -1.1598 1.7901 0.8471  0.2253
O -2.3979 1.9994 1.4249  -0.5267
C -2.6546 3.3330 1.8171  -0.2440
C -0.8558 2.2827 -0.4278  0.2709
O -1.8209 3.0276 -1.0329  -0.5049
C -1.7275 3.2160 -2.4280  -0.2603
C 0.3689 1.9733 -1.0101  -0.2685
C 4.2532 -0.8882 -0.1712  -0.0471
C 4.5347 -0.2540 1.2052  -0.4229
C 6.0179 0.0984 1.1622  -0.4006
C 6.2129 0.5913 -0.2692  -0.4008
C 5.3821 -0.3876 -1.1024  -0.4212
H -3.8378 -4.5760 0.5056  0.1994
H -5.5658 -4.1455 0.4354  0.1706
H -4.4807 -3.7156 -0.9120  0.1674
H -4.8850 -0.8535 1.4554  0.1951
H -6.1452 -1.9216 0.7831  0.1701
H -5.7947 -0.1450 -0.7997  0.2193
H -5.0634 -1.5869 -1.5092  0.2040
H -3.5772 0.4077 -1.7786  0.2253
H -3.5711 0.6304 -0.0149  0.2201
H -2.6117 -1.7249 -0.0023  0.4254
H -0.4134 -2.3820 -0.2065  0.2386
H -0.5454 -2.8459 -1.9160  0.2184
H 0.8207 -0.5609 -2.0479  0.4205
H 3.3865 1.3986 -0.6723  0.2266
H 2.4838 0.9024 -2.1045  0.1994
H 1.6979 0.0656 1.4328  0.2377
H -0.3289 -0.6987 4.2920  0.1987
H 0.4130 -1.2736 2.7788  0.1926
H 1.1705 0.0555 3.6994  0.1735
H -3.6521 3.3293 2.2530  0.1881
H -2.6291 4.0121 0.9609  0.1860
H -1.9303 3.6659 2.5682  0.1718
H -2.6806 3.6480 -2.7297  0.1953
H -1.5754 2.2599 -2.9352  0.2109
H -0.9216 3.9105 -2.6874  0.1693
H 0.6012 2.3259 -2.0016  0.2140
H 4.3062 -1.9757 -0.0782  0.2548
H 4.2844 -0.9374 2.0147  0.2281
H 3.9470 0.6570 1.3298  0.1967
H 6.2909 0.8458 1.9060  0.2113
H 6.6191 -0.7956 1.3314  0.1982
H 7.2594 0.6029 -0.5696  0.2123
H 5.8225 1.6066 -0.3660  0.1915
H 4.9826 0.0722 -2.0048  0.2106
H 5.9990 -1.2320 -1.4084  0.2137

Values from the calculation:
LUMO energy	0.7	eV
charge	0
ΔE to the lowest compared entry with this formula, charge and spin	219.2	kJ/mol
Kohn-Sham gap	8.556	eV
SMILES string	COCCCNC(=O)CNC(=S)N(Cc1cc(OC)c(OC)c(OC)c1)C1CCCC1
HOMO level	-7.8	eV
E_tot	-48924.621	eV

A 2-piece molecular cluster, C5H11O3 overall. Source: the OMol25 dataset; level of theory: ωB97M-V/def2-TZVPD.

Last column: natural (NBO) charge in e.
Geometry (Å):
C 1.6458 -0.7399 -0.2769  0.1037
C 2.2312 0.6145 -0.6104  -0.6499
C 1.1274 -0.8608 1.1443  -0.6545
O 0.5806 -1.0221 -1.1924  -0.7860
H 2.3255 -1.5547 -0.5261  0.1477
H 1.4248 1.3409 -0.7421  0.2548
H 0.4497 -1.7147 1.1728  0.2092
H 1.8801 -1.1675 1.8722  0.1879
H 0.4581 -0.0298 1.3658  0.2413
H -0.0238 -0.2417 -1.2165  0.5113
H 2.6653 0.5256 -1.6123  0.1948
H 2.9259 0.9641 0.1410  0.1893
C -3.0170 0.1333 -0.0085  -0.7382
C -1.8715 1.1484 0.1534  0.7748
O -1.9576 1.9206 1.1247  -0.7616
O -0.9630 1.1077 -0.7234  -0.8291
H -2.8869 -0.7510 0.6266  0.2025
H -3.0340 -0.2318 -1.0373  0.2011
H -3.9605 0.5590 0.3450  0.2009

Values from the calculation:
LUMO energy	4.0	eV
charge	-1
ΔE to the lowest compared entry with this formula, charge and spin	36.8	kJ/mol
Kohn-Sham gap	8.467	eV
HOMO level	-4.5	eV
E_tot	-11507.686	eV

A 2-piece molecular cluster, CH4OS2 overall. Source: the OMol25 dataset; level of theory: ωB97M-V/def2-TZVPD.

Last column: natural (NBO) charge in e.
Geometry (Å):
C 0.2904 -1.9347 0.1070  0.2805
O 0.4855 -3.1175 0.1054  -0.4885
H 0.6624 -1.2353 0.8548  0.1055
H -0.2499 -1.4483 -0.7057  0.1007
S -1.2641 1.2097 0.6227  -0.1249
S 0.8285 1.5029 -0.7180  -0.1227
H -0.9671 2.4569 0.8798  0.1273
H 0.2144 2.5663 -1.1460  0.1221

Values from the calculation:
LUMO energy	-2.0	eV
charge	0
ΔE to the lowest compared entry with this formula, charge and spin	163.2	kJ/mol
Kohn-Sham gap	7.899	eV
SMILES string	C=O.SS
HOMO level	-9.9	eV
E_tot	-24817.584	eV